# C31H63FInN2O21S

A structure of composition C31H63FInN2O21S (ωB97M-V/def2-TZVPD, the OMol25 dataset).

Summary:
* LUMO energy: 1.7 eV
* gap between HOMO and LUMO: 6.9 eV
* HOMO: -5.28 eV
* total charge: -1

XYZ file:
```
120
C31H63FInN2O21S, DFT ωB97M-V/def2-TZVPD
In 5.2000 -6.7508 -0.6630
S 8.6618 -9.4053 -0.6375
F 1.7917 -6.6711 -1.6865
O -5.7517 9.3951 -1.1271
O -4.0886 -4.7944 0.5661
O 1.2842 -4.5053 -5.3831
O -3.7966 0.4664 3.2742
O -2.6892 2.2641 4.0676
O 6.4740 1.6576 3.7100
O -2.0479 3.0995 -0.0625
O 3.9998 -1.5663 1.8655
O -2.7901 -3.1545 -0.2750
O 2.0008 -6.5575 -5.9968
O -7.8967 10.0622 -1.3903
O 1.4360 -4.9543 -7.4895
O -1.7098 5.2193 0.1297
O -2.1874 0.3180 4.8577
O 1.7539 -1.7209 1.7529
O -7.2786 8.1933 -2.2744
O -2.0329 -5.2566 0.0969
O -3.5849 4.5125 -0.9204
O 7.1324 3.3574 4.8647
O 5.5328 3.6774 3.3080
O 2.8971 0.0692 0.9803
N 6.8297 -7.6765 0.5368
N 5.0823 -4.6775 -0.2112
C 7.0695 4.7540 5.1549
C -2.8661 1.9891 -0.4658
C 4.0239 -2.8119 2.5804
C -6.2621 7.2237 -2.5658
C -3.1429 6.9784 1.0325
C -2.1348 6.5866 -0.0225
C 0.0386 -4.1549 0.7784
C -3.4136 3.0636 3.1290
C -2.5442 4.3006 -0.3500
C -2.9424 -4.2959 0.0831
C -2.2910 -1.1199 4.8261
C -0.7046 -4.8633 -0.3272
C 2.4433 -7.9011 -1.3960
C -6.8658 9.2337 -1.5571
C -5.1555 -3.8479 0.6454
C -1.5028 -1.7088 3.6774
C 1.6534 0.6154 0.5013
C -6.9387 12.3068 -1.5139
C 1.6189 -5.4461 -6.2539
C 0.5861 -6.8405 -8.7900
C 6.2948 2.9541 3.8996
C 6.2748 1.3152 1.2929
C 5.6782 1.0620 2.6565
C 1.7263 -5.8747 -8.5526
C 1.4322 -4.8803 -3.9994
C 2.7868 -1.1286 1.5648
C -7.6070 11.2615 -0.6496
C -2.9776 0.9635 4.0061
C 3.2931 -7.7261 -0.1634
C 0.7966 1.1598 1.6195
C 7.6100 -8.3800 0.0078
H 1.8915 -5.2378 -9.4202
H -5.9538 11.9705 -1.8334
H 1.9505 1.3951 -0.1972
H 1.3385 1.9034 2.2056
H 1.1230 -0.1617 -0.0488
H -7.5441 12.5126 -2.3969
H 0.4849 0.3531 2.2812
H 0.7999 -7.4594 -9.6621
H -3.1205 2.0672 -1.5196
H 3.3909 -3.5468 2.0932
H 6.2531 2.3771 1.0488
H -1.5211 -2.7972 3.7368
H -0.7943 -4.2384 -1.2148
H 4.0972 -4.5184 -0.0060
H 0.4515 -7.4919 -7.9282
H 7.3077 0.9672 1.2603
H -3.3429 -1.3979 4.7752
H -0.4645 -1.3790 3.7162
H 4.6599 1.4402 2.7225
H 5.6716 0.0016 2.8854
H -3.3755 8.0400 0.9498
H -3.1333 4.0918 3.3376
H 0.7223 -5.6600 -3.7387
H -0.4356 -3.2092 1.0334
H 0.0773 -4.7795 1.6720
H 1.6413 -8.6354 -1.2745
H -2.2632 1.1054 -0.2823
H -0.0924 1.6372 1.2044
H 1.2252 -3.9725 -3.4416
H -2.7470 6.7814 2.0297
H 6.0469 5.0586 5.3668
H -5.3110 -3.3603 -0.3145
H 5.2201 -4.2122 -1.1054
H 3.7033 -2.6542 3.6100
H 2.4387 -5.2337 -3.7954
H -5.5291 7.6442 -3.2519
H -8.5806 11.5987 -0.3001
H 1.0584 -3.9422 0.4631
H 2.7227 -7.1010 0.5275
H 3.0049 -8.1419 -2.3010
H 7.4495 5.3366 4.3167
H -6.0313 -4.4244 0.9276
H 5.0518 -3.1568 2.5544
H 2.6503 -6.4044 -8.3248
H -0.2205 -5.7959 -0.6076
H -2.5345 6.7288 -1.0257
H -3.7774 1.9517 0.1287
H 5.6975 0.7698 0.5473
H -3.1101 2.7991 2.1188
H -0.3417 -6.2956 -8.9685
H 5.6219 -7.0145 -2.3341
H -4.4877 2.9328 3.2406
H 7.6994 4.8952 6.0279
H -4.0679 6.4163 0.9075
H -6.8219 13.2321 -0.9493
H -1.8902 -1.4348 5.7873
H -5.7633 6.8955 -1.6570
H -1.9279 -1.4092 2.7203
H 3.4624 -8.6944 0.3090
H -6.9932 11.0069 0.2133
H -6.7791 6.3912 -3.0309
H -1.2161 7.1617 0.0705
H -4.9418 -3.0916 1.3997
```

These are the Mulliken partial charges, in e, on atoms 1 to 8: number 1, In, carries 1.096; number 2, S, carries -0.475; number 3, F, carries -0.210; number 4, O, carries -0.561; number 5, O, carries -0.369; number 6, O, carries -0.401; number 7, O, carries -0.584; number 8, O, carries -0.394